Entry 1:
Below is a single C4H7NO2 molecule at a distorted geometry, with properties calculated with ωB97M-V/def2-TZVPD.

XYZ file:
```
14
Properties=species:S:1:pos:R:3:forces:R:3
C -1.67986 -1.00774 0.76468 -1.15 1.04 0.27
O -2.03324 0.54653 0.48528 0.75 -2.20 -0.28
C -0.92676 1.17919 0.11219 0.63 -0.44 -0.16
C 0.04218 0.40574 -0.40848 0.34 0.89 -0.93
C 1.43818 0.75281 -0.30306 0.27 0.49 -0.32
N 2.29728 -0.12972 -0.91401 0.24 0.03 0.02
O 1.83398 1.73864 0.30476 0.18 -0.14 -0.15
H -1.33890 -0.95413 1.79614 -0.35 -0.07 0.03
H -2.67918 -1.35974 0.60630 -0.47 -0.51 0.53
H -0.98246 -1.71655 0.23938 -0.64 1.67 -0.18
H -0.85008 2.26890 0.20546 -0.25 -0.47 0.61
H -0.31004 -0.37637 -1.07131 0.40 -0.45 0.54
H 1.99620 -1.06559 -1.13742 0.01 0.22 0.01
H 3.27226 0.00320 -0.70414 0.04 -0.06 0.00
```
Forces are in eV/Å.

Values from the calculation:
largest force on an atom	0.0456	Eh/bohr
SMILES	CO/C=C/C(N)=O
energy above the lowest of the compared OMol25 structures with the same formula, charge and spin	68.1	kcal per mole



Entry 2:
Below is a molecular structure, C17H8MnN7S at a distorted geometry, with properties calculated with ωB97M-V/def2-TZVPD.

XYZ file:
```
34
Properties=species:S:1:pos:R:3:forces:R:3
Mn -0.71821 -1.42839 -0.00661 0.39 -1.34 0.89
S 1.77269 2.34141 -1.59551 -0.34 -0.28 0.33
C 2.64499 0.92081 -0.98351 -0.55 0.07 -0.13
C 3.99159 1.13351 -0.69451 0.28 -0.05 0.15
C 4.83879 0.08821 -0.38531 0.05 0.12 -0.04
C 4.34849 -1.21369 -0.39641 -0.08 0.14 -0.01
C 3.02669 -1.44709 -0.68501 -0.13 0.08 0.00
C 2.12979 -0.40029 -0.96401 0.64 -0.05 0.22
N 0.83009 -0.77199 -1.16141 -0.59 -0.76 -0.76
C -0.17551 0.09271 -1.08931 1.20 4.13 -0.15
C -1.95071 1.04211 -0.68371 0.07 0.51 1.10
C -3.00711 1.89261 -1.14401 -0.42 -0.22 -0.20
C -4.27151 1.41011 -1.19261 0.51 0.45 -0.23
C -4.59171 0.13651 -0.64731 0.25 -0.50 0.35
C -3.66881 -0.62869 -0.01661 -0.07 -0.24 0.34
C -2.26201 -0.27269 0.00219 -1.42 1.12 -0.25
H 4.36899 2.14461 -0.72841 0.02 0.10 0.09
H 5.86889 0.27991 -0.12621 0.07 0.05 -0.06
H 4.99939 -2.04359 -0.17231 0.09 -0.09 0.04
H 2.62659 -2.45129 -0.68911 0.00 -0.06 -0.01
H -2.76761 2.91331 -1.39691 -0.01 0.11 -0.10
H -5.06741 2.01561 -1.59501 -0.10 0.14 0.02
H -5.61851 -0.19289 -0.68201 -0.11 -0.06 0.06
H -3.95691 -1.52889 0.51249 -0.11 0.02 -0.05
N -0.55691 -2.32099 1.55379 0.44 -1.24 2.20
C -0.47431 -2.77169 2.65819 -0.19 0.26 -0.83
N -0.55841 -3.31669 3.74949 -0.88 0.09 -1.17
C -0.00321 -3.56189 4.87819 0.59 0.00 0.85
N 0.41709 -3.80589 5.92239 0.22 -0.13 0.39
N -1.57221 -0.29229 -1.34501 -0.70 -1.02 -2.33
C -0.48231 1.35171 -0.58911 -0.05 -1.89 -0.68
N 0.33509 2.43741 -0.51801 1.10 -0.28 -0.44
C -0.07501 3.61401 -0.09051 0.17 -0.02 0.15
N -0.42091 4.63451 0.30179 -0.35 0.83 0.25
```
Forces are in eV/Å.

Values from the calculation:
largest force on an atom	0.0837	Eh/bohr
multiplicity	5
DFT total energy	-70337.0191	eV



Entry 3:
Below is a gas-phase ion, C24H38N2 (charge +2) at a distorted geometry, with properties calculated with ωB97M-V/def2-TZVPD.

XYZ file:
```
64
Properties=species:S:1:pos:R:3:forces:R:3
C -6.50784 5.92913 -4.45474 0.12 -0.08 -0.07
C -5.19768 6.47508 -4.99772 -0.01 0.28 0.06
C -4.03432 6.37246 -4.01294 -0.07 -0.30 -0.20
H -4.32177 6.85825 -3.07859 0.02 0.12 0.05
H -3.17943 6.91238 -4.42625 0.08 0.07 0.06
C -3.62085 4.92328 -3.74660 0.20 0.24 0.01
C -2.29385 4.80561 -2.98985 -0.33 -0.07 0.11
C -2.40556 5.29622 -1.54902 0.36 -0.09 -0.22
H -2.72988 6.33602 -1.54779 -0.02 0.03 0.12
H -3.15682 4.71048 -1.01524 -0.08 0.04 0.09
C -1.07133 5.24698 -0.78644 -0.84 1.26 -0.24
N -0.62872 3.88157 -0.58841 0.42 -1.02 0.11
C 0.20203 3.30192 -1.46834 0.15 0.03 -0.10
C 0.59875 1.99312 -1.33117 -0.19 -0.50 0.43
C 0.12808 1.21877 -0.25839 -0.43 1.46 -0.20
C -0.75776 1.85145 0.63136 0.43 -0.39 -0.32
C -1.10858 3.16475 0.44042 -0.11 -0.01 0.15
H -1.77707 3.66984 1.12214 -0.01 0.12 -0.04
H -1.14565 1.33073 1.49163 -0.07 0.02 0.11
C 0.54407 -0.16516 -0.07159 0.44 -1.47 0.20
C 1.81090 -0.61598 -0.48065 -0.56 0.38 0.19
C 2.17349 -1.92653 -0.29284 0.10 -0.05 -0.08
N 1.33828 -2.81739 0.26725 -0.42 1.16 -0.29
C 0.12250 -2.41706 0.67512 -0.08 -0.10 0.05
C -0.29770 -1.11858 0.52640 0.27 0.57 -0.32
H -1.29403 -0.85709 0.84382 -0.10 -0.05 0.05
H -0.51849 -3.16469 1.11848 0.06 -0.11 0.00
C 1.77797 -4.17488 0.50745 0.61 -1.19 0.68
H 2.48132 -4.46811 -0.27403 -0.16 0.11 -0.06
H 0.91631 -4.84374 0.47090 0.01 0.15 -0.14
C 2.46054 -4.29066 1.88047 -0.09 -0.24 -0.31
C 2.94573 -5.71958 2.12106 0.02 0.35 0.28
C 3.61590 -5.85327 3.48767 -0.08 -0.48 -0.27
C 4.10230 -7.28650 3.72134 0.18 0.47 0.21
C 4.83779 -7.44222 5.05026 0.07 -0.44 -0.12
C 3.93784 -7.34008 6.26872 0.06 0.19 -0.04
H 3.53194 -6.33526 6.37837 -0.08 0.06 0.07
H 3.10584 -8.03712 6.19468 -0.09 -0.09 0.05
H 4.49990 -7.56504 7.17150 -0.04 -0.03 0.11
H 5.64350 -6.70715 5.11920 0.04 0.00 -0.05
H 5.31170 -8.42910 5.05210 0.05 0.11 0.02
H 3.24882 -7.96625 3.69652 -0.04 -0.09 -0.06
H 4.77516 -7.56345 2.90737 -0.03 -0.06 -0.08
H 4.46546 -5.17008 3.54730 0.04 0.08 0.05
H 2.90621 -5.57934 4.26949 -0.02 0.11 0.05
H 3.65591 -6.00016 1.34148 0.01 -0.07 -0.09
H 2.10097 -6.40818 2.06661 -0.05 -0.08 -0.07
H 3.30945 -3.60503 1.92482 0.01 0.09 0.01
H 1.75506 -4.00681 2.66425 -0.03 0.08 0.03
H 3.14496 -2.28680 -0.59752 0.01 -0.12 0.04
H 2.52426 0.06094 -0.92192 0.12 0.01 -0.04
H 1.25503 1.57041 -2.07447 0.06 0.03 -0.10
H 0.55976 3.91044 -2.28539 -0.07 0.11 0.01
H -1.19249 5.72119 0.18926 0.19 -0.13 -0.03
H -0.30994 5.78935 -1.34933 0.06 -0.13 0.13
H -1.53609 5.38904 -3.51730 0.13 0.01 -0.04
H -1.98418 3.75519 -3.00227 0.08 -0.04 -0.03
H -4.40341 4.41219 -3.18419 -0.05 -0.13 -0.02
H -3.51117 4.41174 -4.70455 -0.07 -0.06 -0.01
H -4.94073 5.95951 -5.92647 0.06 0.02 -0.02
H -5.33624 7.52971 -5.25180 0.03 -0.06 -0.05
H -6.76282 6.40526 -3.50977 -0.08 0.05 0.09
H -6.45119 4.85435 -4.29041 -0.07 -0.10 0.03
H -7.31215 6.11389 -5.16145 -0.12 -0.02 0.01
```
Forces are in eV/Å.

Values from the calculation:
largest force on an atom	0.0300	Eh/bohr
charge	+2
energy above the lowest of the compared OMol25 structures with the same formula, charge and spin	2.5	kcal per mole